Formula: CHLiO2Zn
Source: the OMol25 dataset
Level of theory: ωB97M-V/def2-TZVPD

Calculated values
HOMO level   -6.954 eV
DFT total energy   -53767.4600 eV
Largest force on an atom   0.021 Eh/bohr
Kohn-Sham gap   0.2263 Eh

```
! wB97M-V def2-TZVPD RIJCOSX def2/J DEFGRID3
* xyz 0 1
O -0.174 1.325 -1.738
C -0.286 -1.483 1.311
O -0.481 -0.393 0.683
Zn -1.180 0.175 -0.917
Li 1.424 1.669 -1.190
H 0.696 -1.293 1.852
*
```

Quick look at the Mulliken charges, all values in e:
1 O -0.8809
2 C -0.2303
3 O -0.1419
4 Zn 0.3648
5 Li 0.8554
6 H 0.0329